# C56H132F6N3O3P3

6 unconnected molecules or ions with the total composition C56H132F6N3O3P3 (the ωB97M-V functional and the def2-TZVPD basis, OMol25).

ORCA input file:
```
! wB97M-V def2-TZVPD RIJCOSX def2/J DEFGRID3
* xyz 4 1
H 6.219 -7.348 -2.722
H -1.610 1.648 -10.604
C 4.220 1.249 3.631
C 1.720 3.525 -1.477
H 3.229 0.365 7.760
H -4.668 -2.494 -4.059
H 1.222 8.427 2.752
H -3.640 -5.804 -0.257
H 4.187 -2.766 -4.377
P -0.482 -0.423 0.294
H -3.851 -3.628 -2.131
H -2.099 -0.083 -7.240
H 0.555 2.607 0.803
H -2.069 2.810 -6.073
H -0.431 6.422 3.563
H -4.490 1.558 -0.528
H -0.478 2.809 6.371
C -2.140 -7.653 3.054
O 5.284 -5.619 -3.247
H 3.690 4.152 -0.870
F -0.690 0.646 -0.903
H 1.197 2.588 -1.698
H -3.869 -8.027 0.829
C -3.309 -2.740 -2.451
H -1.708 -4.062 -0.374
H -4.895 -1.316 -2.785
H -0.977 2.451 -2.316
H -3.750 -9.510 2.924
H 3.727 1.632 -5.550
H 1.016 1.381 -5.942
C -1.515 1.052 -9.700
C 1.399 0.098 4.006
H -6.066 -5.262 4.224
H 1.156 6.055 2.960
H -2.149 -8.898 1.230
H 5.082 -0.833 -3.414
C 3.608 0.615 -5.924
N 3.727 0.570 4.899
C -2.078 1.713 -8.437
C -1.165 2.728 -3.357
H 5.706 -5.295 -1.308
H -3.167 1.755 -8.547
H -6.213 -6.665 3.151
C -4.327 -8.639 3.218
H 4.341 0.295 -2.268
H 1.567 1.776 -4.396
H -2.184 2.876 0.071
H -2.551 5.030 2.134
H -0.387 10.086 3.148
H -2.396 -3.068 -2.958
C 4.893 -0.207 5.470
C -2.657 3.188 1.013
C 1.272 0.905 -4.986
H 0.937 0.804 4.689
H 1.587 0.603 3.055
H 2.490 -1.023 5.498
H -3.228 6.218 -4.334
C 3.348 -4.124 -1.419
C -1.439 -8.442 1.922
C -3.405 -0.828 -4.271
C -2.295 3.768 -3.310
H 3.301 2.555 -0.249
C -1.542 -4.407 0.652
C -2.272 1.748 -5.941
H -1.913 0.040 -9.759
H 0.867 9.076 1.227
H 3.836 -1.755 -0.758
H -1.985 5.192 0.445
C -4.153 3.318 0.748
C 2.682 -0.491 4.570
H -0.829 -7.747 1.356
H -3.452 -5.395 3.509
H -2.991 -2.221 -1.545
H -2.645 7.235 -3.065
H 3.511 1.990 3.271
H 3.187 -1.146 3.868
H -1.122 5.423 -3.699
H 2.694 -0.361 -4.198
C -0.766 9.197 2.640
H 5.629 0.583 5.644
H -0.388 0.277 7.926
C -1.536 3.663 4.565
H 1.805 4.005 -2.458
F -0.747 0.690 1.428
H 6.036 -2.881 -3.167
H -3.071 3.350 -2.656
H -3.626 3.120 6.198
H 2.563 -2.861 -3.767
C 2.412 -0.051 -5.215
H -4.594 3.700 1.678
C -3.402 -5.847 0.818
C 4.842 -0.662 -2.365
H -0.469 -4.329 0.818
C -4.170 -6.197 3.678
H 3.484 -4.362 -3.982
F -0.183 -1.493 1.480
H -1.531 9.566 1.958
C -5.609 -5.789 3.389
C -1.991 4.550 1.322
C 0.095 6.023 2.697
H 6.080 -2.959 -1.479
C -0.006 0.242 -4.441
H 3.530 -5.132 -1.791
H -1.357 4.719 4.820
C 3.856 -1.755 -1.848
C 0.109 7.071 1.521
C 2.680 1.132 7.201
H 0.683 -0.695 3.798
H -1.473 5.375 -1.949
C -2.687 2.810 6.654
H -1.732 2.749 -8.406
H 3.836 -4.071 -0.446
H 4.546 -7.282 -2.154
H -5.718 -5.103 2.548
H 5.397 0.678 1.828
F -2.096 -0.592 0.204
C 1.041 4.414 -0.453
H 2.593 2.351 5.394
F -0.317 -1.553 -0.860
P -0.351 4.367 2.100
H -3.347 1.616 -5.800
H -5.321 -8.660 2.779
H -0.426 0.956 -9.613
H 2.556 2.000 7.861
C -2.972 6.216 -3.276
H -2.262 -0.258 -2.577
C 1.836 -3.922 -1.359
C -0.452 3.300 3.539
F 1.140 -0.114 0.250
C 0.405 8.484 2.022
H 4.870 -0.739 2.842
O 1.406 0.596 6.931
H -0.184 3.088 -3.681
C 0.812 3.667 0.900
H 4.729 -0.563 6.486
H -1.228 1.804 5.380
P -1.542 1.254 -4.317
C 3.260 1.648 5.882
H -0.397 -0.450 -5.197
H 7.085 -5.118 -2.287
H -3.848 6.048 -2.645
H -4.468 -8.652 4.299
H 4.479 -0.006 -5.717
H -2.000 -3.688 1.341
H 0.458 3.396 4.140
H -3.947 -4.963 1.170
H -2.541 3.762 4.149
H 0.153 -0.237 -3.474
H 1.817 3.702 1.334
H -2.560 3.519 7.477
H 4.822 -7.519 -3.860
O -1.996 -5.723 0.863
C 5.213 -7.011 -2.983
H -1.241 8.567 3.397
H 3.607 2.778 -2.004
H -2.339 2.425 1.723
H 5.759 -0.829 -1.807
H -2.659 -1.301 -4.913
H -5.938 2.115 0.365
H -4.203 -0.371 -4.857
C -3.967 -7.118 1.418
H 1.805 5.172 -0.269
C 0.679 0.271 8.113
H 1.055 6.855 1.017
H 3.500 0.676 -7.006
H 0.131 4.927 -0.756
C -1.877 5.183 -2.940
H -5.042 -6.949 1.331
H -0.585 2.254 3.251
H 3.853 0.066 1.821
H 1.225 -4.174 -2.222
C -1.426 2.797 5.825
C -1.785 0.958 -7.141
H -2.024 -8.184 3.995
H 0.925 0.957 8.932
C 5.603 -3.439 -2.338
H -3.512 0.961 -3.039
N 4.117 -3.165 -2.308
H -4.305 4.169 0.078
H 1.455 -4.470 -0.499
C -2.754 0.263 -3.400
H 5.280 -1.008 4.856
H -4.048 -6.472 4.725
H -1.611 -6.704 3.072
H 1.638 -2.874 -1.126
H 2.858 -1.447 -2.154
C -4.133 -1.835 -3.370
H -2.879 1.824 7.079
H -2.859 3.847 -4.244
H 2.225 -1.002 -5.721
H -4.594 1.322 1.199
C -4.857 2.012 0.394
N -3.620 -7.354 2.873
H -0.868 -9.283 2.308
C 6.013 -4.893 -2.291
C 3.547 -3.320 -3.692
C 4.666 0.283 2.531
H 4.235 2.120 6.019
C 3.173 3.220 -1.106
H -0.690 0.869 -7.116
H 5.087 1.806 3.989
H 1.037 -0.686 8.507
H -0.782 7.025 0.898
*
```

Calculated values
Kohn-Sham gap ... 0.3810 Eh
Highest occupied orbital energy ... -17.3 eV
Energy ... -4225.07616 Ha
Largest force on an atom ... 2.67 eV/Å